157
Properties=species:S:1:pos:R:3:forces:R:3 method="wB97M-V/def2-TZVPD" total_charge=0 gap_ev=9.5 e_above_lowest_kcal_mol=0.0 homo_ev=-8.896 smiles=COC[C@H](C)N.COC[C@H](C)N.COC[C@H](C)N.COC[C@H](C)N.COC[C@H](C)N.COC[C@H](C)N.COC[C@H](C)N.OCCO.OCCO.CO.CO.CO
O -19.822051 -2.668349 16.185793 -1.37 -0.19 -0.32
C -18.893143 -3.644202 15.839151 0.72 -0.44 -0.14
H -17.501972 -9.274994 20.373500 0.34 -0.20 0.59
H -22.937145 -10.740070 20.747448 0.95 0.21 0.84
H -21.767478 -7.776161 11.876478 0.43 0.27 0.12
H -22.096799 -5.777943 16.073411 0.50 -0.16 0.59
C -23.593993 -7.185875 10.908339 0.34 2.33 0.20
O -18.288264 -1.987250 9.261188 0.00 -0.20 -0.22
H -27.486157 -7.578019 12.195810 -0.35 0.08 0.00
H -16.483991 -8.475014 11.250866 -0.05 -1.18 0.58
H -25.507019 -2.104035 17.982878 -0.39 0.06 -0.23
H -20.861070 -8.561023 23.167491 -0.30 -1.19 0.07
H -19.271755 -6.706643 18.274458 0.03 0.52 0.16
H -18.493983 -4.459094 19.007200 1.20 -0.03 -0.39
C -20.416207 -5.180350 19.311953 0.57 -0.55 0.58
H -23.596370 -8.081409 10.309185 0.35 -0.34 -0.30
H -19.698679 -8.730786 11.762664 0.36 0.27 0.29
H -24.826118 -11.581357 14.398039 0.18 -0.01 0.35
H -18.612609 -10.069464 13.176172 0.54 -0.47 -0.10
C -18.888623 -6.911347 14.156232 0.03 -0.60 -0.61
H -21.004664 -9.959985 10.375844 -0.63 0.12 -0.10
H -23.086778 -11.744185 15.946521 -0.23 0.28 0.35
H -17.401655 -12.836592 12.970094 -0.29 -0.41 -0.38
N -21.894416 -10.726258 20.766312 -2.03 -0.38 -0.36
C -21.310540 -9.540234 21.374686 0.90 -0.94 -0.04
O -16.062631 -5.998428 20.055443 0.10 0.31 -0.46
C -19.557518 -3.404568 10.644048 -0.39 -0.84 1.38
H -21.088295 -10.401934 23.359323 0.37 0.17 -0.15
O -23.839818 -9.932864 15.310312 -0.40 0.02 0.32
O -19.122374 -8.513705 21.343617 0.15 0.42 0.15
H -23.830640 -6.159552 16.277170 -0.51 -0.31 0.64
C -25.014036 -6.866930 11.290765 0.10 1.14 0.73
H -23.174653 -7.965861 12.875337 -0.23 -0.37 0.30
H -18.845562 -5.243692 11.480034 -0.06 0.15 -0.37
H -22.583996 -6.227746 9.335818 -0.09 -0.29 -0.42
H -19.922248 -9.492951 9.089676 -0.45 0.35 0.09
C -18.298145 -12.214969 12.902891 -1.14 -1.05 0.43
H -21.650462 -8.607576 20.991711 -0.52 0.93 -0.67
H -26.723285 -7.980522 13.760916 -0.25 -0.21 0.09
N -19.530695 -4.511897 11.646980 -0.32 -0.13 -1.17
H -17.767641 -2.282887 21.267571 -0.28 -0.82 0.88
C -20.508634 -2.325723 11.221820 2.28 0.26 -0.21
H -26.590976 -6.344119 13.143459 0.00 -0.27 -0.22
H -16.581289 -11.237478 11.386493 0.53 -1.10 -0.52
C -21.422278 -9.489910 22.859348 -1.01 1.26 1.44
H -19.104269 -4.195017 14.888210 -0.33 0.35 0.58
H -24.749289 -3.375016 18.881075 -0.29 -0.23 -0.02
C -23.007982 -10.660721 16.155797 0.39 -0.45 0.44
H -21.818470 -4.280213 13.958624 0.26 -0.48 -0.72
C -20.387758 -9.132354 10.023952 -0.57 -0.48 -1.66
H -16.526674 -5.656724 18.021669 0.55 0.25 0.18
H -18.944045 -12.487043 13.754707 0.17 -0.03 -0.19
C -15.113798 -7.161060 11.641643 1.56 0.67 1.54
C -17.813219 -10.822898 13.029379 0.81 0.56 -1.06
C -25.486336 -3.193249 18.079844 1.11 -0.11 0.08
O -16.525186 -4.061475 15.627974 -0.82 0.78 -0.16
C -26.627598 -7.409486 12.843159 -0.78 0.43 0.84
C -22.701888 -7.312669 12.159903 -0.33 0.21 -0.27
H -15.137608 -6.776902 18.323027 0.43 0.39 0.05
C -16.087218 -6.404394 18.698192 -1.09 -0.77 -1.02
C -17.449851 -0.859433 9.285496 0.42 -0.28 0.56
H -18.967714 -8.211062 16.230174 0.40 0.25 0.55
H -23.741035 -2.380842 16.395749 0.47 -0.05 -0.01
C -19.169995 -4.433461 19.828643 -1.38 -0.45 1.66
H -16.151340 -10.056676 14.088735 0.86 0.44 0.04
H -22.535383 -6.344997 12.703678 -0.05 -0.66 -0.88
C -16.913250 -10.789019 14.270340 -0.53 -0.14 -0.35
N -22.211440 -3.713520 14.671609 0.70 -0.57 1.41
O -17.703195 -10.404465 15.368191 1.20 -0.15 2.08
C -24.247521 -10.675466 14.197764 1.31 0.07 -0.68
H -20.824142 -12.185200 17.012280 -0.53 -0.83 -0.62
C -17.728083 -8.777013 21.334459 0.59 1.32 0.15
H -24.830074 -9.989684 13.658383 -1.02 0.68 -1.09
N -23.211097 -5.959227 10.080007 0.28 -1.24 0.15
H -17.030927 -6.497199 15.146771 -0.50 -0.53 0.13
H -17.479789 -2.476753 14.695125 -0.02 0.59 0.22
O -16.229171 -7.597488 11.001285 -1.38 1.12 -1.51
C -17.772277 -7.328713 15.091040 0.82 1.20 -1.04
H -20.089607 -2.083281 12.235504 -0.71 -0.10 -0.62
H -14.784184 -6.164405 11.274352 -0.45 -0.57 -0.04
H -21.145291 -10.563625 15.058576 -0.10 0.07 -0.28
H -15.903284 -9.803642 16.352019 -0.88 -0.31 0.34
O -25.470218 -7.819502 12.225313 0.87 0.17 -0.69
H -20.732806 -3.006285 15.964881 0.97 0.20 0.08
H -16.472490 -11.780414 14.522485 0.05 0.47 -0.53
H -22.591797 -5.382812 10.633093 -0.09 0.20 0.47
H -25.663302 -6.731690 10.420731 -0.07 -0.52 -0.14
H -19.687887 -10.024959 20.047128 0.17 0.15 -0.73
H -18.436131 -6.368984 13.281748 -0.60 -0.73 0.63
H -19.796229 -7.088550 19.825785 0.20 0.18 -0.47
C -18.159639 -2.859236 10.367093 -0.41 0.09 -0.50
H -16.635989 -4.426755 14.754330 0.37 -0.55 -0.43
H -17.301490 -7.751007 21.276564 0.21 -0.83 0.16
H -20.334465 -1.442694 10.591442 -0.53 -0.04 0.24
H -23.045670 -6.356515 14.703495 -0.10 0.57 0.93
H -19.706127 -10.918478 16.944904 0.42 0.18 -0.14
H -23.325533 -10.411011 17.176043 0.07 -0.37 0.06
N -17.087906 -10.473588 11.742186 -0.81 1.77 1.95
H -19.938663 -3.818983 9.701399 0.01 0.16 0.17
C -23.081666 -5.739998 15.647634 0.00 0.05 -2.04
O -19.340269 -8.963691 10.894866 0.70 0.72 1.04
C -19.836662 -9.670860 21.058305 0.43 -0.84 0.95
H -21.112264 -8.564424 17.162326 0.49 0.20 1.82
H -16.372151 -1.138885 9.179112 -0.64 0.23 0.02
H -15.284902 -7.030888 12.746114 0.27 -0.17 -0.61
H -21.771247 -4.203049 20.780390 0.17 0.02 -0.42
C -23.774099 -3.466691 16.564973 1.51 -1.05 -0.53
H -20.967899 -10.896867 18.125030 -0.26 0.26 -0.74
N -21.353446 -8.823730 16.251050 0.40 -1.23 -1.96
H -16.533025 -11.412877 16.898098 -0.25 0.34 -0.44
H -17.305611 -9.309977 22.267591 -0.95 0.49 -1.46
H -18.717432 -4.388316 16.631989 -0.44 -0.11 -0.07
H -22.407506 -5.723454 20.073583 0.19 0.49 -0.37
O -19.451088 -3.053474 20.163688 0.55 -1.26 -0.07
H -23.346419 -10.888003 13.578726 -0.56 -0.35 0.14
H -24.269430 -4.181511 14.671379 -0.01 -0.41 -0.18
H -17.498104 -2.580656 19.630342 1.26 -1.16 -1.56
H -21.750259 -10.708076 19.768799 0.60 0.04 -0.24
H -20.828414 -4.735583 18.409631 0.16 0.37 -0.14
H -18.815364 -5.045731 20.762867 -0.19 1.20 -1.64
H -15.826946 -5.064038 20.000788 -0.02 -0.17 0.46
H -20.363125 -8.392933 14.225018 1.12 0.84 -0.20
C -18.255298 -2.348883 20.304647 -0.66 2.41 0.58
H -19.391244 -10.433539 21.715020 -0.44 -0.43 -0.18
H -14.262556 -7.840066 11.489674 0.02 0.08 0.21
H -26.432242 -3.631298 18.318995 -0.60 0.08 0.31
H -17.581395 -0.319771 10.257222 0.14 -0.07 -0.74
C -21.542567 -10.293980 16.036246 -0.10 0.44 1.03
H -22.178167 -8.302849 16.021438 -0.52 0.07 -0.31
H -21.239316 -5.774957 21.258001 0.80 -0.21 0.43
O -25.061695 -3.824873 16.889272 -0.99 -0.14 0.39
O -18.200124 -7.615155 16.387374 -1.11 -0.71 0.00
H -19.487876 -6.218821 14.740286 -0.76 -0.06 -0.30
H -17.771042 -2.258763 11.205155 0.02 -0.53 0.18
H -17.514294 -3.726874 10.110910 0.05 0.56 0.29
C -23.379901 -4.286310 15.305010 -0.81 0.88 0.14
H -17.773839 -0.269121 8.434526 0.21 0.35 0.09
N -20.001514 -6.567787 18.966754 -1.03 -0.10 0.79
H -18.859842 -12.387793 11.980239 0.15 -0.09 0.09
H -17.204326 -2.410137 16.563763 -0.94 -0.27 -1.54
O -19.628928 -8.085504 13.623662 -0.28 0.93 0.92
C -20.762100 -11.121847 17.057440 0.76 1.12 0.98
C -21.495273 -5.186793 20.390562 -0.99 -0.67 -0.15
C -17.544557 -3.002914 15.644716 1.88 -0.31 1.70
H -22.458784 -9.326071 23.232195 0.43 -0.08 -0.45
H -22.238335 -2.769426 14.396885 -0.50 1.15 -0.50
C -16.831586 -10.394330 16.575198 -1.09 0.49 -0.57
H -21.542839 -2.616953 11.250951 -0.34 -0.12 0.06
H -16.776780 -7.238597 18.504671 0.03 -0.02 0.78
H -24.997017 -5.822503 11.730715 -0.04 -0.94 0.04
H -18.406831 -1.284730 20.085624 -0.60 -0.07 -0.06
H -17.779597 -10.123074 11.083360 0.09 -0.33 0.03
H -20.991313 -8.207989 9.810526 0.49 -0.76 0.26
H -17.300528 -8.158106 14.594301 0.51 -0.64 0.08
H -19.359311 -4.157434 12.558562 0.17 0.47 0.84
H -23.066953 -3.816523 17.357622 -0.23 0.76 -0.10
H -17.459980 -9.930406 17.377314 0.83 -0.27 -0.69